Entry 1:
Below is C30H35AsN7O5SW as an isolated structure, with properties calculated with the ωB97M-V functional and the def2-TZVPD basis.

Last column: Mulliken charge in e.
Positions of all 80 atoms, in Å:
1 W 1.22 -0.86 -0.26  1.730
2 N 4.84 -2.51 -2.21  -0.433
3 C 3.70 -2.24 -1.53  0.731
4 S 2.51 -1.18 -2.31  -0.532
5 N 3.47 -2.80 -0.38  -1.339
6 N 2.24 -2.45 0.11  0.750
7 C 1.05 -3.04 -0.28  -0.840
8 C 0.14 -3.45 0.82  0.778
9 C -0.20 -4.75 1.17  -0.609
10 C -1.04 -4.98 2.25  -0.695
11 C -1.55 -3.91 2.98  -0.580
12 C -1.24 -2.60 2.64  -0.571
13 C -0.40 -2.39 1.56  0.100
14 O -0.10 -1.13 1.12  -0.626
15 H 5.12 -1.90 -2.96  0.215
16 H 5.55 -3.04 -1.74  0.258
17 H 1.06 -3.62 -1.20  0.596
18 H 0.21 -5.59 0.62  0.526
19 H -1.31 -5.99 2.53  0.442
20 H -2.21 -4.10 3.82  0.471
21 H -1.63 -1.76 3.19  0.496
22 C 0.16 4.80 -3.33  -1.304
23 C 0.60 5.45 -2.02  0.800
24 C -0.60 5.76 -1.13  -1.440
25 C 1.65 4.61 -1.29  -1.377
26 N 1.16 3.27 -0.95  1.084
27 C 0.45 2.86 0.11  -0.483
28 N 0.25 1.56 -0.02  -0.138
29 N 0.88 1.23 -1.15  0.727
30 N 1.44 2.22 -1.72  -1.374
31 H -0.51 5.46 -3.87  0.438
32 H -0.37 3.87 -3.15  0.152
33 H 1.02 4.59 -3.97  0.378
34 H 1.11 6.39 -2.24  0.329
35 H -1.19 4.87 -0.91  0.288
36 H -1.27 6.46 -1.63  0.415
37 H -0.30 6.21 -0.18  0.368
38 H 1.97 5.07 -0.36  0.442
39 H 2.52 4.44 -1.92  0.403
40 H 0.14 3.48 0.93  0.327
41 C -1.01 0.00 -3.34  -1.271
42 As -0.86 -1.23 -1.86  1.243
43 C -1.01 -2.93 -2.77  -1.445
44 C -2.54 -1.08 -0.88  -1.049
45 C -3.74 -1.27 -1.76  0.195
46 C -4.31 -0.20 -2.43  -0.273
47 C -5.40 -0.38 -3.27  -0.693
48 C -5.93 -1.65 -3.45  -0.493
49 C -5.38 -2.73 -2.77  -0.698
50 C -4.29 -2.54 -1.93  -0.258
51 H -1.85 -0.30 -3.97  0.515
52 H -0.09 -0.02 -3.92  0.441
53 H -1.19 1.01 -2.98  0.259
54 H -1.87 -2.91 -3.44  0.519
55 H -1.16 -3.72 -2.04  0.350
56 H -0.11 -3.11 -3.35  0.444
57 H -2.53 -0.10 -0.40  0.643
58 H -2.49 -1.83 -0.09  0.423
59 H -3.91 0.80 -2.29  0.390
60 H -5.84 0.46 -3.78  0.405
61 H -6.78 -1.80 -4.10  0.399
62 H -5.80 -3.72 -2.89  0.410
63 H -3.87 -3.39 -1.40  0.416
64 O 2.99 2.18 1.13  -0.691
65 C 2.75 1.09 1.58  0.015
66 O 2.60 0.02 0.79  -0.574
67 C 2.57 0.79 3.02  0.374
68 C 2.36 -0.51 3.47  -0.308
69 C 2.15 -0.78 4.83  -1.345
70 C 2.18 0.30 5.68  1.125
71 O 1.99 0.30 7.03  -0.485
72 C 2.36 1.62 7.45  -0.188
73 O 2.34 2.45 6.30  -0.486
74 C 2.40 1.59 5.24  1.039
75 C 2.60 1.88 3.92  -1.448
76 H 2.36 -1.32 2.76  0.670
77 H 1.99 -1.78 5.18  0.479
78 H 3.37 1.59 7.86  0.261
79 H 1.64 1.98 8.18  0.236
80 H 2.78 2.88 3.56  0.547

Values from the calculation:
E ... -4624.5486 Eh
Frontier orbital gap ... 7.043 eV
Total charge ... +1
Energy above the lowest of the compared OMol25 structures with the same formula, charge and spin ... 21.9 kcal/mol
LUMO level ... -3.36 eV
HOMO level ... -10.41 eV

Entry 2:
Below is an isolated ion of composition C4H9N2S and charge +1, with properties calculated with the ωB97M-V functional and the def2-TZVPD basis.

Last column: natural (NBO) charge in e.
Positions of all 16 atoms, in Å:
1 C -0.52 -2.07 0.92  -0.006
2 C 0.76 -2.15 0.05  -0.576
3 C -0.02 0.42 -0.45  0.035
4 C 0.60 1.32 0.51  -0.731
5 N -1.32 -1.14 1.13  -0.235
6 N -1.33 1.01 -1.11  -0.739
7 S 0.57 -0.98 -1.33  0.364
8 H -0.50 -2.94 1.55  0.237
9 H 1.57 -2.09 0.72  0.255
10 H 0.81 -3.16 -0.37  0.270
11 H 0.49 2.41 0.14  0.231
12 H 1.60 0.97 0.68  0.279
13 H 0.05 1.50 1.38  0.261
14 H -1.40 1.25 -2.11  0.450
15 H -1.32 1.84 -0.40  0.459
16 H -2.08 0.42 -0.93  0.447

Values from the calculation:
E ... -665.1078 Eh
Frontier orbital gap (alpha / beta) ... 8.828 / 8.209 eV
Total charge ... +1
Energy above the lowest of the compared OMol25 structures with the same formula, charge and spin ... 115.8 kcal/mol
LUMO level (alpha / beta) ... -4.80 / -4.48 eV
HOMO level (alpha / beta) ... -13.63 / -12.69 eV

Entry 3:
Below is C52H71N12O5PS as an isolated structure, with properties calculated with the ωB97M-V functional and the def2-TZVPD basis.

Last column: Mulliken charge in e.
Positions of all 142 atoms, in Å:
1 C 4.93 -3.93 -0.82  -0.794
2 O 4.78 -3.09 0.31  -0.313
3 C 3.43 -2.86 0.65  -0.382
4 C 2.70 -1.95 -0.36  -0.819
5 C 1.61 -2.64 -1.17  -0.066
6 O 0.30 -2.20 -0.70  -0.014
7 P -0.94 -3.16 -0.90  0.954
8 O -1.40 -3.34 -2.27  -0.849
9 O -0.61 -4.56 -0.21  -0.467
10 O -1.95 -2.41 0.08  -0.221
11 S -3.55 -2.95 0.02  -0.122
12 H 4.27 -3.64 -1.65  0.294
13 H 4.72 -4.98 -0.55  0.294
14 H 5.96 -3.86 -1.15  0.289
15 H 2.88 -3.81 0.76  0.403
16 H 3.44 -2.40 1.64  0.116
17 H 3.44 -1.52 -1.04  0.520
18 H 2.24 -1.12 0.17  0.042
19 H 1.68 -3.73 -1.06  0.152
20 H 1.66 -2.39 -2.23  0.348
21 H -0.53 -4.52 0.75  0.362
22 H -3.45 -4.07 0.76  0.131
23 N -2.78 -7.47 -3.45  0.036
24 C -2.59 -6.17 -3.04  -0.176
25 C -3.68 -5.44 -3.46  -0.282
26 C -4.55 -6.34 -4.14  -0.734
27 C -3.97 -7.58 -4.12  -0.715
28 H -2.14 -8.22 -3.27  0.306
29 H -1.72 -5.88 -2.49  0.135
30 H -3.82 -4.39 -3.29  0.569
31 H -5.49 -6.09 -4.61  0.408
32 H -4.30 -8.52 -4.52  0.416
33 N -2.06 -0.67 -3.47  0.254
34 C -1.95 0.51 -2.79  -0.705
35 C -2.41 1.51 -3.60  -0.675
36 C -2.81 0.92 -4.82  -0.476
37 C -2.58 -0.43 -4.71  -0.627
38 H -1.80 -1.58 -3.12  0.280
39 H -1.57 0.53 -1.78  0.607
40 H -2.47 2.55 -3.32  0.584
41 H -3.23 1.41 -5.68  0.416
42 H -2.75 -1.24 -5.40  0.419
43 N 4.39 -0.31 5.66  0.093
44 C 4.41 -0.45 4.30  -0.994
45 C 5.08 -1.61 4.01  0.452
46 C 5.47 -2.19 5.25  -0.867
47 C 5.03 -1.36 6.25  -0.371
48 H 3.98 0.47 6.16  0.208
49 H 3.95 0.29 3.66  0.433
50 H 5.28 -2.00 3.03  0.248
51 H 6.02 -3.10 5.39  0.389
52 H 5.13 -1.43 7.32  0.387
53 N -0.33 0.58 0.79  0.408
54 C 0.03 1.90 0.81  -0.698
55 C -0.69 2.51 1.79  -0.467
56 C -1.53 1.53 2.39  -0.767
57 C -1.28 0.35 1.75  -0.381
58 H 0.03 -0.12 0.17  0.109
59 H 0.77 2.28 0.13  0.459
60 H -0.64 3.56 2.05  0.457
61 H -2.24 1.68 3.19  0.440
62 H -1.69 -0.64 1.88  0.448
63 N 1.05 -6.75 -2.16  0.149
64 C 2.17 -7.34 -1.63  -0.416
65 C 2.47 -8.43 -2.41  -0.650
66 C 1.50 -8.50 -3.44  -0.797
67 C 0.64 -7.45 -3.26  -0.556
68 H 0.59 -5.94 -1.79  0.213
69 H 2.65 -6.94 -0.75  0.423
70 H 3.30 -9.10 -2.25  0.400
71 H 1.44 -9.24 -4.22  0.405
72 H -0.22 -7.14 -3.82  0.776
73 N 1.99 1.48 7.73  -0.036
74 C 2.24 2.46 8.66  -0.411
75 C 1.84 3.65 8.11  -0.311
76 C 1.33 3.38 6.81  -0.580
77 C 1.44 2.03 6.61  -0.622
78 H 2.18 0.50 7.87  0.255
79 H 2.68 2.23 9.61  0.265
80 H 1.90 4.62 8.59  0.397
81 H 0.93 4.09 6.11  0.439
82 H 1.17 1.42 5.76  0.588
83 N 7.60 -2.64 1.28  0.291
84 C 8.63 -3.47 1.62  -0.642
85 C 9.80 -2.80 1.41  -0.377
86 C 9.46 -1.51 0.92  -0.577
87 C 8.10 -1.44 0.86  -0.418
88 H 6.62 -2.87 1.33  0.222
89 H 8.44 -4.47 1.98  0.405
90 H 10.79 -3.19 1.58  0.404
91 H 10.14 -0.72 0.66  0.391
92 H 7.44 -0.65 0.55  0.395
93 N 4.47 3.31 11.60  -0.012
94 C 5.51 2.46 11.88  -0.495
95 C 6.68 3.12 11.61  -0.405
96 C 6.33 4.42 11.14  -0.386
97 C 4.97 4.50 11.14  -0.464
98 H 3.50 3.09 11.71  0.244
99 H 5.33 1.47 12.26  0.375
100 H 7.67 2.72 11.73  0.396
101 H 7.01 5.20 10.83  0.393
102 H 4.31 5.30 10.86  0.366
103 N -6.29 -5.56 0.45  0.034
104 C -5.28 -6.44 0.18  -0.536
105 C -5.08 -7.20 1.31  -0.429
106 C -6.02 -6.75 2.29  -0.403
107 C -6.75 -5.74 1.73  -0.558
108 H -6.64 -4.88 -0.20  0.227
109 H -4.79 -6.45 -0.78  0.491
110 H -4.36 -7.99 1.42  0.406
111 H -6.14 -7.14 3.29  0.410
112 H -7.54 -5.13 2.12  0.399
113 N -2.25 4.63 -5.29  0.062
114 C -2.15 5.81 -4.60  -0.729
115 C -2.62 6.81 -5.41  0.183
116 C -3.02 6.21 -6.64  -0.764
117 C -2.78 4.86 -6.53  -0.589
118 H -1.98 3.73 -4.93  0.208
119 H -1.76 5.84 -3.60  0.386
120 H -2.67 7.85 -5.16  0.274
121 H -3.44 6.70 -7.49  0.552
122 H -2.94 4.06 -7.22  0.468
123 N -7.61 4.87 -7.60  0.009
124 C -8.69 5.69 -7.75  -0.443
125 C -8.29 6.97 -7.46  -0.696
126 C -6.91 6.91 -7.12  -0.150
127 C -6.52 5.60 -7.21  -0.358
128 H -7.62 3.87 -7.74  0.183
129 H -9.65 5.30 -8.05  0.372
130 H -8.92 7.84 -7.49  0.384
131 H -6.28 7.73 -6.83  0.484
132 H -5.57 5.14 -7.03  0.211
133 N -2.67 10.77 -4.38  0.063
134 C -3.90 10.54 -3.83  -0.314
135 C -4.42 11.75 -3.44  -0.524
136 C -3.47 12.75 -3.78  -0.351
137 C -2.40 12.11 -4.36  -0.540
138 H -2.06 10.07 -4.75  0.163
139 H -4.30 9.54 -3.76  0.360
140 H -5.38 11.90 -2.97  0.384
141 H -3.55 13.81 -3.61  0.386
142 H -1.48 12.50 -4.75  0.365

Values from the calculation:
E ... -3796.8460 Eh
Frontier orbital gap ... 7.544 eV
Energy above the lowest of the compared OMol25 structures with the same formula, charge and spin ... 0.0 kcal/mol
LUMO level ... -0.51 eV
HOMO level ... -8.06 eV